# C10H19BO4

The molecule C10H19BO4 (the ωB97M-V functional and the def2-TZVPD basis, the Open Molecules 2025 dataset).

As for the multiplicity: 1. The value obtained for the gap between HOMO and LUMO is 9.75 eV. Its strongest force on any atom is 0.11014 Eh/bohr. As for the SMILES: CC1(C)OB(/C=C/COCO)OC1(C)C. The value obtained for the relative energy (zero: lowest compared OMol25 entry of this formula, charge and spin) is 0.000 eV.

Last column: Löwdin charge in e.
CARTESIAN COORDINATES (ANGSTROEM)
C -0.65 -1.44 2.77  0.01
C -0.61 -1.50 1.28  -0.44
C -0.25 -2.97 0.86  0.00
O 0.50 -0.64 0.83  0.13
B 0.14 -0.04 -0.32  -0.62
C 1.35 0.61 -1.09  0.08
C 1.19 1.68 -1.89  -0.08
C 2.27 2.46 -2.44  -0.26
O 3.60 2.18 -2.09  -0.10
C 4.43 3.28 -2.21  -0.31
O 4.10 4.29 -1.26  -0.08
O -1.23 -0.10 -0.54  0.14
C -1.76 -0.84 0.57  -0.45
C -2.87 -1.91 0.04  0.02
C -2.47 0.24 1.37  -0.03
H -0.03 -0.70 3.13  0.07
H -0.27 -2.46 3.11  0.11
H -1.71 -1.17 3.04  0.09
H 0.15 -3.01 -0.22  0.14
H -1.00 -3.61 1.04  0.03
H 0.54 -3.25 1.54  0.08
H 2.20 0.05 -0.80  0.09
H 0.19 1.87 -2.23  0.12
H 2.12 2.50 -3.58  0.15
H 2.18 3.66 -2.42  0.16
H 5.56 2.89 -2.05  0.16
H 4.50 3.85 -3.18  0.13
H 3.63 3.93 -0.47  0.11
H -3.36 -2.32 0.95  0.09
H -2.26 -2.73 -0.51  0.11
H -3.70 -1.48 -0.51  0.07
H -1.82 1.02 1.74  0.10
H -3.08 -0.11 2.26  0.10
H -3.26 0.72 0.84  0.08

=====

# H26O13

A cluster of 13 separate species, H26O13 in total (the ωB97M-V functional and the def2-TZVPD basis, the Open Molecules 2025 dataset).

As for the multiplicity: 1. The value obtained for the gap between HOMO and LUMO is 9.78 eV. Its strongest force on any atom is 0.08774 Eh/bohr. The value obtained for the relative energy (zero: lowest compared OMol25 entry of this formula, charge and spin) is 6.406 eV.

Last column: Löwdin charge in e.
CARTESIAN COORDINATES (ANGSTROEM)
H 0.52 0.32 -0.25  -0.04
H 0.18 -0.82 0.51  0.02
H 2.60 3.78 2.63  0.06
H 1.24 3.49 2.47  0.00
H -0.66 -1.40 3.84  0.10
H 0.48 -2.10 4.45  0.01
H 0.70 -2.85 0.62  0.07
H -0.64 -3.15 0.06  0.04
H -1.88 0.85 -1.38  0.05
H -0.84 0.03 -2.13  0.07
H 2.49 0.98 2.53  0.03
H 3.89 0.67 1.92  0.01
H -3.24 0.38 0.89  0.04
H -4.36 -0.59 1.08  0.02
H -1.80 -0.87 -3.32  0.01
H -1.08 -1.04 -4.70  -0.03
H 3.46 -1.94 1.81  0.03
H 2.77 -2.53 3.05  -0.04
H -2.07 -1.15 0.10  -0.02
H -3.02 -2.39 -0.08  0.07
H 2.31 -0.19 -1.60  0.07
H 2.12 1.02 -2.31  -0.01
H -1.87 4.11 0.43  0.08
H -1.61 2.86 -0.60  0.01
H 0.93 0.79 -4.04  -0.04
H 0.05 1.99 -4.49  0.06
O 0.97 -0.25 0.31  -0.10
O 1.97 3.06 2.82  -0.03
O 0.13 -2.00 3.57  -0.08
O -0.02 -2.45 0.10  -0.05
O -1.81 0.09 -1.97  -0.06
O 3.01 0.93 1.72  -0.06
O -4.12 0.14 0.51  -0.07
O -1.82 -0.74 -4.30  -0.04
O 3.31 -2.71 2.36  0.00
O -2.71 -1.54 -0.44  -0.07
O 1.89 0.66 -1.51  -0.02
O -2.18 3.22 0.08  -0.07
O 0.73 1.34 -4.74  -0.02

=====

# C26H42Cl3EuN4O4Si

A structure of composition C26H42Cl3EuN4O4Si (the ωB97M-V functional and the def2-TZVPD basis, the Open Molecules 2025 dataset).

As for the multiplicity: 8. Its charge is -1. As for the expectation value of S²: 15.7595. The value obtained for the gap between HOMO and LUMO (spin up / spin down) is 4.82 / 7.24 eV. Its strongest force on any atom is 0.05246 Eh/bohr. The value obtained for the relative energy (zero: lowest compared OMol25 entry of this formula, charge and spin) is 0.000 eV.

Last column: Löwdin spin population.
CARTESIAN COORDINATES (ANGSTROEM)
C -1.84 -6.02 -4.33  0.00
C -0.67 -6.91 -4.58  0.00
H -2.15 -5.54 -5.27  0.00
H -1.63 -5.25 -3.58  0.00
H -2.70 -6.62 -3.98  0.00
C -0.60 -7.70 -5.67  0.00
C -1.72 -7.87 -6.65  0.00
H 0.29 -8.29 -5.87  0.00
H -2.08 -6.91 -7.06  0.00
H -2.58 -8.41 -6.21  0.00
H -1.33 -8.46 -7.49  0.00
Eu -0.05 -1.66 -0.71  7.02
Cl -0.65 -1.96 1.81  -0.01
Cl -1.12 -4.06 -1.31  -0.01
C 2.62 -2.49 1.04  0.00
O 2.30 -1.69 0.11  0.00
N 3.82 -3.06 1.14  0.00
C 4.93 -2.62 0.28  0.00
C 4.00 -4.31 1.88  0.00
H 1.91 -2.73 1.84  0.00
H 4.88 -1.54 0.10  0.00
H 4.91 -3.16 -0.68  0.00
H 5.86 -2.86 0.79  0.00
H 3.23 -4.36 2.66  0.00
H 5.00 -4.33 2.32  0.00
H 3.92 -5.18 1.21  0.00
H -2.51 0.97 -3.78  0.00
H -1.18 -1.65 -4.25  0.00
C -1.65 1.29 -4.40  0.00
C -0.62 -0.92 -4.87  0.00
N -0.52 0.39 -4.23  0.00
H -1.33 2.29 -4.08  0.00
C 0.28 0.61 -3.16  0.00
O 0.90 -0.27 -2.52  0.00
H 0.37 -1.33 -5.12  0.00
H 0.33 1.67 -2.85  0.00
H -1.93 1.28 -5.46  0.00
H -1.18 -0.75 -5.80  0.00
O 0.94 -5.45 -3.65  0.00
C 0.46 -6.79 -3.58  0.00
C 2.40 -7.74 -4.88  0.00
C 1.57 -7.80 -3.76  0.00
H 2.19 -6.97 -5.64  0.00
C 3.46 -8.64 -5.01  0.00
H 0.00 -6.91 -2.58  0.00
C 1.77 -8.77 -2.77  0.00
H 4.12 -8.54 -5.88  0.00
C 3.65 -9.64 -4.04  0.00
C 2.80 -9.70 -2.93  0.00
H 1.10 -8.77 -1.90  0.00
H 4.44 -10.37 -4.19  0.00
H 2.93 -10.50 -2.18  0.00
Si 2.36 -4.68 -3.24  0.00
Cl -2.39 -0.76 -1.81  -0.01
C 3.40 -4.54 -4.75  0.00
C 3.25 -5.46 -1.79  0.00
C 1.83 -3.01 -2.71  0.00
H 3.86 -5.50 -5.02  0.00
H 4.20 -3.81 -4.56  0.00
H 2.80 -4.20 -5.61  0.00
H 1.41 -2.40 -3.53  0.00
H 2.60 -2.46 -2.15  0.00
H 0.99 -3.34 -2.04  0.00
H 3.57 -6.48 -2.04  0.00
H 2.59 -5.50 -0.91  0.00
H 4.15 -4.88 -1.54  0.00
N 0.46 6.01 1.03  0.00
C 0.11 4.89 0.33  0.00
O -0.58 4.93 -0.69  0.00
C 0.69 3.61 0.84  0.00
C 1.70 3.54 1.82  0.00
C 2.20 2.28 2.16  0.00
C 1.69 1.15 1.48  0.00
N 0.80 1.23 0.49  0.00
C 0.28 2.42 0.21  0.00
H 0.01 6.88 0.77  0.00
H 0.80 5.93 1.98  0.00
H 2.11 4.44 2.29  0.00
H 2.98 2.13 2.91  0.00
H 2.01 0.14 1.73  0.00
H -0.49 2.44 -0.57  0.00

=====

# C4H9NO2

The molecule C4H9NO2 (the ωB97M-V functional and the def2-TZVPD basis, the Open Molecules 2025 dataset).

As for the multiplicity: 1. The value obtained for the gap between HOMO and LUMO is 10.23 eV. Its strongest force on any atom is 0.00830 Eh/bohr. As for the SMILES: NC(=O)CCCO. The value obtained for the relative energy (zero: lowest compared OMol25 entry of this formula, charge and spin) is 0.607 eV.

Last column: Löwdin charge in e.
CARTESIAN COORDINATES (ANGSTROEM)
N -0.32 -0.84 2.17  0.16
C 0.35 0.23 1.67  -0.56
O 1.39 0.63 2.15  0.04
C -0.32 0.94 0.49  -0.12
C 0.51 0.81 -0.80  -0.17
C -0.07 -0.21 -1.77  -0.28
O -0.14 -1.46 -1.10  -0.07
H 0.15 -1.40 2.87  0.11
H -0.97 -1.32 1.56  0.10
H -1.34 0.57 0.32  0.11
H -0.38 1.99 0.80  0.12
H 0.55 1.78 -1.32  0.11
H 1.54 0.55 -0.54  0.12
H -1.08 0.11 -2.09  0.12
H 0.56 -0.26 -2.67  0.12
H -0.43 -2.12 -1.74  0.09